The following is a quantum chemistry calculation of C27H49F2NO2Si2Tb as an isolated structure in a non-equilibrium geometry, from the OMol25 dataset.

Calculated values
Charge = +1
ΔE to the lowest compared entry with this formula, charge and spin = 72.6 kcal per mole
E_tot = -2866.2874 Ha
2S+1 = 7
⟨S²⟩ = 12.723

Each line ends with the Mulliken spin population.
CARTESIAN COORDINATES (ANGSTROEM)
O: 0.4872 1.2284 1.9137  0.00
O: 2.7571 0.6301 1.9782  0.00
C: 0.2105 2.6097 1.7066  0.00
C: -1.1806 3.0549 2.0630  0.00
H: 0.3913 2.7341 0.6348  0.00
H: 0.9732 3.1932 2.2559  0.00
H: -1.8940 2.6860 1.3196  0.00
H: -1.1314 4.1416 2.0124  0.00
H: -1.5190 2.7884 3.0642  0.00
C: -0.2926 0.4733 2.8643  0.01
C: 0.2163 0.8382 4.2321  0.00
H: -0.1542 -0.5854 2.6285  0.00
H: -1.3478 0.6988 2.6727  0.00
H: 1.3067 0.7038 4.2925  0.00
H: -0.2185 0.2426 5.0420  0.00
H: -0.0132 1.8981 4.3868  0.00
C: 3.4958 -0.5625 2.2449  0.00
C: 3.4400 1.8431 2.3238  0.00
C: 3.0241 -1.1672 3.5287  0.00
H: 4.5585 -0.3040 2.2784  0.00
H: 3.3193 -1.2238 1.3940  0.00
H: 3.1679 -0.4419 4.3352  0.00
H: 3.6015 -2.0718 3.7312  0.00
H: 1.9640 -1.4453 3.4927  0.00
C: 3.8117 2.0007 3.7754  0.00
H: 2.7779 2.6552 2.0148  0.00
H: 4.3340 1.8838 1.6893  0.00
H: 2.9768 1.8923 4.4733  0.00
H: 4.1886 3.0244 3.8778  0.00
H: 4.6088 1.3076 4.0582  0.00
H: 1.5749 0.5784 0.8017  -0.01
Tb: -0.8540 -0.8461 -1.1929  5.97
C: 1.4700 0.1490 -0.4150  -0.01
Si: 3.0808 0.6367 -1.3858  -0.01
H: 1.3228 -0.9576 -0.3794  0.01
H: 0.7359 0.8736 -0.8307  0.02
C: 3.1794 2.5081 -1.2889  0.00
C: 2.8278 0.2614 -3.1917  0.01
C: 4.7269 -0.0731 -0.8583  0.00
C: -1.3830 1.2418 -2.0216  0.01
Si: -2.1684 0.4554 -3.5058  0.01
H: -0.5787 1.9646 -2.2206  0.00
H: -2.1249 1.7017 -1.3450  0.00
C: -0.8206 -0.0336 -4.7196  0.00
C: -3.3806 1.7026 -4.1823  0.00
C: -3.1422 -1.1357 -3.1389  0.00
H: 5.4270 0.2685 -1.6395  0.00
H: 4.7063 -1.1705 -0.8372  0.00
H: 5.0671 0.2991 0.1159  0.00
H: 2.3498 2.9678 -1.8412  0.00
H: 4.1156 2.7882 -1.7937  0.00
H: 3.1815 2.9226 -0.2753  0.00
H: 1.7878 0.3192 -3.5289  -0.01
H: 3.2183 -0.7334 -3.4251  0.00
H: 3.4117 1.0183 -3.7335  0.00
H: -3.0008 2.7190 -4.0108  0.00
H: -4.3491 1.6104 -3.6691  0.00
H: -3.5354 1.5579 -5.2584  0.00
H: -3.8150 -1.0499 -2.2738  0.00
H: -2.5504 -2.0649 -3.0400  0.01
H: -3.7832 -1.2869 -4.0236  0.00
H: -1.2897 -0.1450 -5.7083  0.00
H: -0.3395 -0.9919 -4.4652  0.00
H: -0.0430 0.7399 -4.7845  0.00
F: -0.2918 -6.1636 -2.0236  0.00
C: -1.0403 -5.1580 -1.4596  0.00
C: -0.3994 -3.9800 -1.0519  -0.01
C: -1.2162 -3.0756 -0.4238  -0.01
C: -2.5870 -3.1558 -0.2023  -0.02
C: -3.1612 -4.3433 -0.7356  0.01
F: -4.5299 -4.4278 -0.9117  0.00
C: -2.4114 -5.3536 -1.3144  0.00
C: -3.3755 -2.0185 0.3478  0.01
C: -4.6985 -2.2018 0.7565  0.00
C: -5.4786 -1.1188 1.1354  0.00
C: -4.9066 0.1540 1.1323  0.00
C: -3.5628 0.2916 0.7701  0.00
N: -2.8002 -0.7694 0.3525  0.02
H: 0.6666 -3.7840 -1.2098  0.00
H: -2.8985 -6.2501 -1.6786  0.00
H: -5.1059 -3.1967 0.6936  0.00
H: -6.5150 -1.2812 1.4134  0.00
H: -5.4827 1.0346 1.3933  0.00
H: -3.0902 1.2760 0.7984  0.00